<P>
Below is one molecule with the formula C6H9N, with properties calculated with wB97M-V/def2-TZVPD.

Last columns: bonded neighbours and bond lengths (Å).
Atoms and positions in Å:
1 C -0.321 1.147 0.923  C2 1.520, H8 1.103, H9 1.098, H10 1.096
2 C -1.042 0.190 -0.013  C1 1.520, C3 1.487, C5 1.891
3 C -0.148 -0.234 -1.123  C2 1.487, C4 1.522, C5 1.530, H12 1.094
4 C 1.094 0.510 -1.594  C3 1.522, H13 1.094, H14 1.097, H15 1.092
5 C -0.100 -1.440 -0.184  C2 1.891, C3 1.530, C6 1.327, H16 1.087
6 C 0.028 -1.422 1.137  C5 1.327, N7 1.222
7 N -0.122 -1.450 2.349  C6 1.222, H11 1.032
8 H 0.781 1.141 0.960  C1 1.103
9 H -0.626 2.128 0.535  C1 1.098
10 H -0.685 1.104 1.956  C1 1.096
11 H -1.044 -1.001 2.461  N7 1.032
12 H -0.712 -0.590 -1.990  C3 1.094
13 H 1.588 -0.041 -2.400  C4 1.094
14 H 0.780 1.480 -1.999  C4 1.097
15 H 1.826 0.698 -0.806  C4 1.092
16 H -0.686 -2.306 -0.482  C5 1.087

## Properties
Kohn-Sham gap: 8.63 eV
E_LUMO: 0.75 eV
M: 95.1 g/mol



<Q>
Below is one molecule with the formula C6H9N, with properties calculated with wB97M-V/def2-TZVPD.

Last columns: bonded neighbours and bond lengths (Å).
Atoms and positions in Å:
1 C -0.464 -1.473 -1.347  C6 1.538, H8 1.095, H9 1.095, H10 1.093
2 C -1.158 1.129 0.551  C3 1.501, N7 1.321
3 C 0.327 0.939 0.663  C2 1.501, C4 1.493, C5 1.340
4 C 1.259 2.105 0.651  C3 1.493, H11 1.093, H12 1.090, H13 1.095
5 C 0.658 -0.355 0.559  C3 1.340, C6 1.495, H14 1.084
6 C -0.555 -1.128 0.148  C1 1.538, C5 1.495, N7 1.460, H15 1.094
7 N -1.578 -0.105 0.339  C2 1.321, C6 1.460, H16 1.011
8 H -0.048 -0.619 -1.891  C1 1.095
9 H -1.454 -1.691 -1.762  C1 1.095
10 H 0.182 -2.343 -1.496  C1 1.093
11 H 2.225 1.887 1.113  C4 1.093
12 H 0.821 2.992 1.110  C4 1.090
13 H 1.441 2.353 -0.399  C4 1.095
14 H 1.653 -0.784 0.583  C5 1.084
15 H -0.773 -2.031 0.726  C6 1.094
16 H -2.551 -0.316 0.160  N7 1.011

## Properties
Kohn-Sham gap: 8.89 eV
E_LUMO: 0.75 eV
M: 95.1 g/mol



The structure with the most favorable energy is <Q>; the runner-up is 0.1128 hartree above it.



<P>
Below is one molecule with the formula C6H9N, with properties calculated with wB97M-V/def2-TZVPD.

Last columns: bonded neighbours and bond lengths (Å).
Atoms and positions in Å:
1 C -2.647 -0.235 0.034  C2 1.543, H8 1.096, H9 1.108, H10 1.096
2 C -1.149 -0.045 0.354  C1 1.543, C3 1.369, N7 1.451
3 C -0.639 1.224 0.291  C2 1.369, C4 1.413, H11 1.082
4 C 0.752 1.179 0.048  C3 1.413, C5 1.365, H12 1.078
5 C 1.136 -0.130 0.019  C4 1.365, C6 1.513, N7 1.386
6 C 2.554 -0.584 -0.249  C5 1.513, H13 1.098, H14 1.098, H15 1.096
7 N 0.004 -0.911 0.191  C2 1.451, C5 1.386, H16 1.020
8 H -3.257 -0.898 0.658  C1 1.096
9 H -3.174 0.739 0.055  C1 1.108
10 H -2.751 -0.557 -1.009  C1 1.096
11 H -1.254 2.110 0.380  C3 1.082
12 H 1.403 2.009 -0.177  C4 1.078
13 H 2.718 -0.815 -1.310  C6 1.098
14 H 3.223 0.254 -0.012  C6 1.098
15 H 2.913 -1.442 0.332  C6 1.096
16 H 0.169 -1.897 0.394  N7 1.020

## Properties
Kohn-Sham gap: 8.79 eV
E_LUMO: 1.04 eV
SMILES: Cc1ccc(C)[nH]1
M: 95.1 g/mol



<Q>
Below is one molecule with the formula C6H9N, with properties calculated with wB97M-V/def2-TZVPD.

Last columns: bonded neighbours and bond lengths (Å).
Atoms and positions in Å:
1 C 2.006 -0.049 -0.056  C2 1.490, H8 1.094, H9 1.097, H10 1.095
2 C 0.524 0.060 0.052  C1 1.490, C3 1.495, N5 1.538, C7 1.495
3 C -0.509 0.723 0.905  C2 1.495, C4 1.511, C7 1.534, H11 1.085
4 C -1.179 1.223 -0.354  C3 1.511, N5 1.503, H12 1.098, H13 1.094
5 N -0.454 0.161 -1.131  C2 1.538, C4 1.503, C6 1.502
6 C -1.074 -1.103 -0.607  N5 1.502, C7 1.512, H14 1.095, H15 1.097
7 C -0.478 -0.802 0.750  C2 1.495, C3 1.534, C6 1.512, H16 1.086
8 H 2.479 0.873 -0.408  C1 1.094
9 H 2.255 -0.850 -0.762  C1 1.097
10 H 2.433 -0.316 0.916  C1 1.095
11 H -0.391 1.199 1.874  C3 1.085
12 H -2.273 1.183 -0.439  C4 1.098
13 H -0.824 2.211 -0.662  C4 1.094
14 H -0.572 -1.947 -1.091  C6 1.095
15 H -2.159 -1.200 -0.736  C6 1.097
16 H -0.306 -1.450 1.604  C7 1.086

## Properties
Kohn-Sham gap: 10.00 eV
E_LUMO: 1.12 eV
SMILES: C[C@]12[C@@H]3CN1C[C@@H]32
M: 95.1 g/mol



<R>
Below is a 2-piece molecular cluster, C6H9N overall, with properties calculated with wB97M-V/def2-TZVPD.

Last columns: bonded neighbours and bond lengths (Å).
Atoms and positions in Å:
1 C 0.054 -1.547 0.665  C2 1.498, H8 1.094, H9 1.095, H10 1.099
2 C -0.703 -0.968 -0.490  C1 1.498, C3 1.469, C4 1.802, C5 1.402
3 C -0.198 0.112 -1.347  C2 1.469, C4 1.565, H11 1.094, H12 1.087
4 C -0.434 -1.133 -2.264  C2 1.802, C3 1.565, C5 1.376
5 C -1.437 -1.645 -1.474  C2 1.402, C4 1.376, H13 1.082
6 C 0.426 2.511 1.443  N7 1.267, H14 1.093, H15 1.096
7 N 0.193 1.481 2.143  C6 1.267, H16 1.022
8 H -0.420 -2.457 1.043  C1 1.094
9 H 0.142 -0.802 1.463  C1 1.095
10 H 1.072 -1.801 0.336  C1 1.099
11 H 0.828 0.464 -1.203  C3 1.094
12 H -0.891 0.915 -1.585  C3 1.087
13 H -2.097 -2.502 -1.499  C5 1.082
14 H 1.039 2.411 0.544  C6 1.093
15 H 0.057 3.518 1.670  C6 1.096
16 H -0.391 1.715 2.948  N7 1.022

## Properties
Kohn-Sham gap: 9.13 eV
E_LUMO: 1.00 eV
SMILES: C[C@]12C=C1C2.C=N
M: 95.1 g/mol



The structure with the most favorable energy is <P>; the runner-up is 0.0892 hartree above it.